[1]
Formula: C5H8
Source: OMol25
Level of theory: ωB97M-V/def2-TZVPD

Positions of all 13 atoms, in Å:
C1 2.068 0.636 -0.872
H1 -0.433 -0.034 0.737
H2 1.664 -2.106 1.614
H3 -0.793 -1.385 -0.365
H4 3.038 0.372 -1.352
H5 1.169 0.459 -1.479
H6 -2.826 0.817 0.553
C2 -2.385 0.109 -0.205
C3 -1.208 -0.460 0.113
H7 -2.806 -0.100 -1.215
H8 2.126 1.563 -0.378
C4 1.749 -1.440 0.781
C5 1.864 -0.414 0.142

Summary:
**F_max**: 2.66 eV/A
**HOMO-LUMO gap**: 0.38649 Eh
**HOMO energy**: -9.48 eV
**E_tot**: -5310.8617 eV
**Energy above the lowest of the compared OMol25 structures with the same formula, charge and spin**: 76.2 kcal per mole
**SMILES**: C#CC.C=C

[2]
Formula: C33H29BMnN4O6S
Source: OMol25
Level of theory: ωB97M-V/def2-TZVPD

Positions of all 75 atoms, in Å:
H1 -4.164 1.864 3.575
C1 -0.495 2.916 4.088
C2 -0.891 2.356 2.875
H2 -3.460 2.870 5.724
C3 -1.135 -1.400 -2.170
C4 -3.135 2.167 3.724
O1 -0.569 1.673 0.610
H3 -1.040 -9.890 2.561
C5 -3.048 -8.048 2.854
C6 3.340 0.755 -2.046
H4 -3.423 -9.074 2.825
H5 2.162 6.939 0.251
H6 -0.443 -8.595 3.603
C7 -2.742 2.728 4.927
S1 -1.976 -0.619 -0.909
C8 3.285 -0.379 -1.224
C9 -2.215 1.982 2.699
C10 -1.272 -6.476 2.038
H7 -0.162 2.039 -0.189
H8 -2.865 -7.788 3.897
O2 1.332 0.062 1.537
O3 -0.434 -3.509 0.014
Mn1 0.617 -0.492 -0.197
C11 0.464 -2.676 -4.048
C12 -1.415 3.102 5.104
H9 -0.247 6.426 -0.035
C13 0.124 2.166 1.748
C14 -1.710 -1.929 -3.346
N1 5.302 1.382 -3.565
C15 -0.913 -2.554 -4.270
C16 -0.081 4.467 0.812
H10 -1.055 -6.488 4.172
N2 2.122 2.700 -2.736
H11 -3.831 -7.385 2.482
H12 0.220 -8.788 1.983
H13 -1.378 -6.112 -0.103
C17 -2.104 -8.388 0.588
N3 3.045 -1.278 -0.534
O4 1.164 1.237 -1.324
C18 1.767 5.982 0.568
C19 2.102 3.805 1.547
O5 1.828 1.401 3.231
H14 -2.521 1.541 1.761
C20 -1.130 -5.721 0.872
H15 1.238 3.174 -2.783
C21 -0.695 -8.853 2.574
H16 -2.777 -1.836 -3.491
C22 -0.659 -4.432 0.998
B1 0.030 -2.365 0.671
C23 2.601 5.035 1.139
C24 2.172 1.553 -2.021
H17 -2.463 -9.419 0.616
N4 0.199 -1.515 -1.994
C25 -1.776 -7.922 2.007
H18 -1.226 -8.359 -0.059
H19 1.113 -3.175 -4.753
H20 2.757 3.074 2.001
C26 0.973 -2.141 -2.888
C27 -0.941 -5.900 3.270
H21 -1.094 3.540 6.041
C28 1.193 1.137 2.218
H22 3.654 5.250 1.267
H23 -0.213 -4.164 4.348
C29 -0.466 -4.598 3.391
C30 0.756 3.508 1.381
C31 -0.332 -3.880 2.223
H24 2.020 -2.205 -2.624
H25 2.856 2.946 -3.376
H26 0.541 3.191 4.225
H27 -1.361 -2.958 -5.171
C32 0.418 5.693 0.405
H28 -1.135 4.245 0.695
H29 -2.883 -7.776 0.131
C33 4.436 1.093 -2.856
O6 0.112 -2.597 2.043

Summary:
**F_max**: 0.47 eV/A
**HOMO-LUMO gap (alpha / beta)**: 0.27513 / 0.27397 Eh
**HOMO energy (alpha / beta)**: -5.16 / -5.13 eV
**Multiplicity**: 5
**Charge**: -1
**E_tot**: -95776.1768 eV
**Expectation value of S²**: 6.226
**Energy above the lowest of the compared OMol25 structures with the same formula, charge and spin**: 9.3 kcal per mole

[3]
Formula: C31H26MnN3O2PS
Source: OMol25
Level of theory: ωB97M-V/def2-TZVPD

Positions of all 65 atoms, in Å:
C1 1.990 2.071 0.750
C2 2.937 -1.677 -5.751
C3 3.184 -3.039 -5.798
H1 2.453 -4.753 6.124
C4 -2.497 1.583 0.838
H2 5.097 2.438 -1.841
H3 0.090 -1.140 -4.301
H4 0.523 -3.295 6.620
H5 3.501 -4.679 3.891
H6 -3.614 -2.507 -2.680
C5 -2.095 -2.025 -1.244
H7 0.413 1.346 -3.007
H8 -2.121 2.451 -2.403
H9 4.190 0.165 -1.410
C6 2.482 -1.818 -3.382
P1 1.782 -1.113 -1.781
N1 -1.055 -0.115 1.627
H10 -2.245 -1.853 -4.624
H11 2.422 -0.007 -4.535
C7 1.445 1.581 -2.772
C8 2.761 -3.179 -3.438
C9 3.276 3.143 -2.722
C10 2.261 0.614 -2.198
C11 -1.829 -1.795 -3.624
C12 -1.937 1.654 -0.429
C13 1.958 2.841 -3.031
C14 -0.523 -1.388 -3.445
Mn1 0.203 -0.322 0.027
C15 1.037 -2.409 3.392
C16 2.600 -1.073 -4.553
C17 2.065 -4.090 5.360
C18 4.086 2.187 -2.131
C19 -2.528 2.646 -1.414
S1 2.851 3.366 1.079
H12 -3.316 2.246 1.073
H13 -3.348 1.636 3.308
C20 0.016 -1.334 -2.151
H14 -0.375 -1.795 4.861
C21 -2.505 0.949 3.276
H15 3.427 -3.516 -6.739
C22 2.649 -4.048 4.103
H16 1.328 3.612 -3.459
C23 2.145 -3.213 3.123
O1 -0.940 0.975 -0.835
O2 1.020 -1.506 1.185
C24 0.468 -1.543 2.346
H17 -1.697 1.330 3.897
C25 3.579 0.929 -1.876
C26 0.979 -3.272 5.639
N2 1.364 1.103 0.532
H18 3.677 4.127 -2.933
H19 2.687 -3.767 -2.532
C27 0.470 -2.436 4.666
H20 3.357 -4.837 -4.656
N3 -0.604 -0.861 2.662
C28 -2.607 -2.143 -2.529
H21 -2.737 -2.247 -0.400
H22 -3.612 2.556 -1.434
H23 2.586 -3.169 2.138
H24 2.999 -1.075 -6.650
H25 -2.267 3.661 -1.117
H26 -2.789 -0.018 3.684
C29 3.124 -3.781 -4.630
C30 -1.997 0.772 1.872
C31 -0.779 -1.627 -1.026

Summary:
**F_max**: 2.30 eV/A
**HOMO-LUMO gap (alpha / beta)**: 0.25141 / 0.25226 Eh
**HOMO energy (alpha / beta)**: -4.09 / -4.13 eV
**Multiplicity**: 5
**Charge**: -1
**E_tot**: -92580.3507 eV
**Expectation value of S²**: 6.069
**Energy above the lowest of the compared OMol25 structures with the same formula, charge and spin**: 0.0 kcal per mole

[4]
Formula: C29H27AuIN3OP
Source: OMol25
Level of theory: ωB97M-V/def2-TZVPD

Positions of all 63 atoms, in Å:
C1 2.837 2.758 3.549
H1 2.717 -4.872 0.230
N1 1.228 2.991 -1.227
C2 -3.014 0.161 1.358
C3 0.374 3.996 -1.156
C4 2.151 -4.156 0.808
C5 0.148 4.857 -2.276
H2 2.114 3.396 -4.431
H3 -4.202 1.558 2.459
H4 -6.352 -1.311 0.141
H5 2.812 -0.588 4.083
C6 1.848 -0.826 -1.925
H6 1.985 3.227 4.049
C7 0.713 -2.299 2.293
C8 1.361 -0.875 -4.275
C9 -3.054 -3.278 -1.118
H7 2.559 -0.839 -1.110
H8 1.474 0.296 4.783
H9 -0.159 4.164 -0.235
H10 -3.073 -4.181 -1.711
C10 1.526 -3.108 0.160
H11 3.678 2.859 4.235
C11 1.623 3.565 -3.480
C12 -4.226 -2.701 -0.680
H12 1.227 -3.479 3.994
P1 -0.081 -0.826 0.071
C13 -1.776 -1.516 -0.054
C14 2.489 1.349 3.292
H13 -1.097 6.204 -1.375
H14 -0.799 6.463 -3.058
C15 2.500 0.396 4.424
I1 -1.254 0.993 2.186
N2 0.785 4.559 -3.411
H15 2.606 1.964 -2.407
Au1 1.677 1.948 0.448
C16 1.881 2.759 -2.371
C17 0.811 -2.165 0.906
H16 3.045 3.303 2.628
O1 2.124 0.924 2.180
C18 -2.953 -0.948 0.486
C19 1.319 -3.368 2.925
C20 -4.210 -1.528 0.104
C21 2.052 -4.290 2.186
H17 1.576 -3.045 -0.918
H18 3.333 -1.054 -3.443
H19 -5.179 -3.149 -0.922
C22 0.478 -0.754 -1.653
N3 -0.667 5.896 -2.232
H20 -1.490 -0.480 -2.492
H21 3.111 0.725 5.257
H22 -0.706 -0.652 -4.810
C23 -5.412 0.196 1.320
H23 0.170 -1.570 2.877
C24 0.009 -0.706 -4.005
H24 2.530 -5.120 2.683
C25 -5.416 -0.912 0.501
C26 -4.202 0.723 1.772
H25 -6.338 0.655 1.629
C27 -1.837 -2.676 -0.816
H26 1.701 -0.957 -5.298
C28 -0.438 -0.622 -2.698
C29 2.282 -0.921 -3.234
H27 -0.922 -3.112 -1.196

Summary:
**F_max**: 2.82 eV/A
**HOMO-LUMO gap**: 0.14523 Eh
**HOMO energy**: -16.25 eV
**Charge**: +3
**E_tot**: -58083.3965 eV
**Energy above the lowest of the compared OMol25 structures with the same formula, charge and spin**: 38.4 kcal per mole

[5]
Formula: C5H12Si
Source: OMol25
Level of theory: ωB97M-V/def2-TZVPD

Positions of all 18 atoms, in Å:
H1 1.958 1.884 0.981
H2 3.494 -0.293 -0.707
C1 2.830 -0.616 0.095
C2 -3.207 -0.770 -0.039
H3 0.559 1.984 -0.102
H4 0.270 -1.686 -0.201
H5 -4.051 -0.560 0.616
C3 1.551 1.555 0.025
C4 0.361 -0.614 -0.163
H6 2.740 -1.701 0.062
Si1 -1.948 0.644 -0.014
H7 -2.115 1.554 -1.148
H8 -1.867 1.334 1.268
H9 -3.598 -0.930 -1.043
H10 2.206 1.935 -0.761
H11 3.288 -0.333 1.043
C5 1.482 0.057 -0.029
H12 -2.761 -1.708 0.290

Summary:
**F_max**: 3.75 eV/A
**HOMO-LUMO gap**: 0.34330 Eh
**HOMO energy**: -8.56 eV
**E_tot**: -13254.6318 eV
**Energy above the lowest of the compared OMol25 structures with the same formula, charge and spin**: 48.4 kcal per mole

[6]
Formula: C2H2NO2S
Source: OMol25
Level of theory: ωB97M-V/def2-TZVPD

Positions of all 8 atoms, in Å:
H1 -0.814 0.730 0.142
C1 -0.012 0.954 -0.558
H2 1.106 2.580 -1.837
O1 -1.079 -3.021 0.862
O2 -0.341 -1.438 2.706
N1 0.998 0.269 -0.936
C2 0.517 1.715 -1.624
S1 -0.376 -1.789 1.246

Summary:
**F_max**: 3.39 eV/A
**HOMO-LUMO gap (alpha / beta)**: 0.29994 / 0.15818 Eh
**HOMO energy (alpha / beta)**: -4.47 / -1.30 eV
**Charge**: -1
**E_tot**: -18522.7917 eV
**Energy above the lowest of the compared OMol25 structures with the same formula, charge and spin**: 130.0 kcal per mole